# 1
Formula: C41H41AsCl3NO3OsP2Si
Source: the Open Molecules 2025 dataset
Level of theory: the ωB97M-V functional and the def2-TZVPD basis

The geometry in XYZ format:
```
94
Properties=species:S:1:pos:R:3:forces:R:3
Cl 2.2087 -5.5430 1.5429 -0.06 0.09 -0.04
C -0.4460 -3.3191 0.2189 0.37 0.12 0.45
C -4.9363 1.4760 -1.4076 -0.07 -0.02 0.09
H 4.6126 -0.7292 1.4986 -0.02 -0.04 -0.01
C -1.0178 2.2799 -3.1079 0.06 0.11 0.18
H 3.8985 0.8566 1.8049 0.07 -0.01 -0.02
H -3.2991 4.7110 -5.0283 0.00 0.00 0.00
P -1.1428 0.7319 -0.1585 0.09 0.24 0.09
H 0.6835 -3.5257 -5.2369 0.00 0.01 -0.01
C -0.2942 -4.8042 3.6387 -0.01 0.05 0.02
C 0.2278 -0.3626 -3.0893 -0.17 -0.06 0.18
H 2.8034 -4.0345 4.3427 0.00 0.00 0.01
H 2.3029 -0.0266 3.0318 0.00 -0.03 0.13
C -1.6012 -3.7051 0.9338 -0.21 0.01 0.04
H 2.4458 -2.8481 -3.6433 0.00 -0.01 0.00
H -0.1641 4.7151 2.5508 0.01 0.00 0.00
C -3.2264 2.9479 -3.8233 -0.01 -0.03 -0.14
Cl 4.5666 -3.3897 1.8925 -0.06 0.04 0.00
H -5.3426 2.3449 1.8464 0.01 0.01 0.00
H -1.3369 -4.6517 3.9130 0.00 0.00 -0.04
H -1.6608 -0.1459 -4.1313 0.05 -0.04 0.02
H 2.5531 -2.4139 5.0313 0.02 -0.03 0.03
H 0.6136 3.5232 -3.7817 0.00 0.01 0.01
H -0.8855 3.5641 0.5112 -0.01 -0.02 0.00
C -0.7698 -0.7399 -3.9932 -0.03 0.03 -0.12
C 0.3145 1.5164 3.5537 0.01 -0.02 -0.05
H -6.6293 2.0562 -0.2345 0.00 -0.01 0.00
C -0.3013 -1.9890 -0.1729 0.58 0.28 0.01
H -0.2217 -5.3299 2.6953 0.01 -0.03 -0.01
C -3.5809 1.2408 -1.3709 0.28 0.10 0.01
H 2.4390 0.9463 -3.6752 0.00 0.01 -0.01
H -4.2959 2.7893 -3.8416 0.03 -0.03 0.00
C -0.0721 0.8586 2.3939 -0.04 0.13 0.07
H -1.0211 -2.6626 5.4546 0.02 0.00 0.01
P 0.0244 1.1562 -2.1692 0.06 -0.12 -0.11
H 0.5949 3.4142 4.5128 0.01 0.00 0.00
H -1.3704 -2.1651 -5.4662 -0.01 -0.01 0.01
Os 1.2526 -1.8946 1.5306 -0.36 -0.08 0.11
C 3.7586 2.4449 -2.9353 -0.04 -0.04 -0.03
C 3.9690 3.4364 -1.9940 0.01 0.03 0.03
H -1.7690 -4.7506 1.1506 0.02 -0.02 0.01
H 4.5168 2.2205 -3.6724 0.00 0.00 0.00
H -3.4226 -3.0785 1.8481 -0.01 0.00 -0.02
H 4.8962 3.9936 -1.9945 0.00 0.00 0.00
C 0.3034 2.9032 3.6050 0.00 0.01 0.00
H 2.1611 -0.8584 -2.2380 -0.06 -0.03 -0.05
O -2.8444 0.9331 -2.5026 -0.35 -0.05 -0.22
H -5.4902 1.3565 -2.3286 0.02 0.00 0.00
H 0.4763 -1.7186 -0.8675 -0.27 -0.13 -0.26
C -2.8406 1.3532 -0.2012 0.09 0.10 0.03
H 3.1433 4.5088 -0.3258 0.00 -0.01 0.01
H -3.1191 -0.7130 1.2841 -0.01 -0.01 -0.03
Si 2.6660 -3.5738 1.0413 0.26 -0.37 0.00
H -0.8561 5.0524 -5.0390 0.01 0.00 0.00
C -5.5645 1.8651 -0.2296 -0.05 -0.01 -0.08
H 1.6962 -3.8028 5.7166 -0.01 0.01 0.00
H -0.1284 -0.2285 2.4041 -0.07 0.02 0.00
H 3.2628 -1.3340 3.2095 0.17 -0.03 -0.14
Cl 3.0062 -3.7161 -1.0097 0.00 0.08 0.10
C -4.8411 2.0279 0.9427 0.06 0.01 0.07
C -0.1202 3.6356 2.5025 0.01 -0.01 0.01
C -0.5920 -2.0282 4.6803 0.04 0.05 0.01
C -1.2661 -1.0241 0.2345 -0.47 -0.08 -0.34
C 3.0558 -0.1624 0.1369 0.12 0.09 -0.05
C 2.5803 1.7146 -2.9310 -0.03 0.10 -0.05
C 1.8020 3.0116 -1.0497 0.00 -0.04 -0.03
C 2.9881 3.7215 -1.0513 0.02 0.00 -0.02
H 0.2478 -4.0615 -0.1491 -0.21 -0.08 -0.19
C -2.5375 -2.7759 1.3049 0.01 -0.17 0.06
C 3.6803 -0.1758 1.5259 -0.13 0.04 0.16
O 1.7612 -0.3896 0.1043 0.00 -0.05 0.18
As 0.6077 -3.0776 3.5545 -0.03 -0.15 0.00
C -0.5131 2.9815 1.3474 -0.08 0.07 -0.01
C -0.6045 -1.8810 -4.7580 0.03 -0.03 0.00
C -0.4690 1.5901 1.2788 0.13 -0.17 -0.02
H -0.0344 -1.2261 5.1655 -0.02 0.01 -0.03
C 0.5504 -2.6403 -4.6295 -0.01 0.02 0.00
H 1.0476 3.2635 -0.3277 -0.05 0.01 0.05
C 1.5949 1.9941 -1.9810 0.06 -0.09 0.03
C -1.2823 4.2199 -4.4971 0.01 -0.03 0.02
C -2.3679 -1.4243 0.9682 0.12 0.11 -0.11
N 2.7473 -0.7864 2.5259 0.12 0.15 -0.19
C 2.0730 -3.3644 4.7940 0.00 0.04 -0.04
H -2.9296 1.8820 1.8943 0.00 -0.01 -0.01
C -2.3895 2.0751 -3.1625 0.12 -0.11 0.20
C -2.6573 4.0238 -4.4935 -0.03 -0.01 -0.01
H -1.3974 -1.5992 4.0840 -0.01 -0.02 -0.01
O 3.7363 0.0685 -0.8337 -0.01 0.05 0.05
H 0.1896 -5.4049 4.4072 0.00 0.02 0.01
C 1.3831 -1.1396 -2.9409 0.11 0.04 -0.07
C 1.5416 -2.2638 -3.7318 -0.01 -0.01 0.01
H 0.6004 0.9423 4.4266 -0.03 0.02 0.02
C -0.4547 3.3578 -3.7970 -0.07 0.05 0.04
C -3.4772 1.7735 0.9679 -0.14 -0.02 -0.02
```
Forces are in eV/Å.

Calculated values
**Multiplicity**: 1
**Charge**: +2
**DFT total energy**: -6546.36897 Eh
**F_max**: 0.65 eV/Å


# 2
Formula: C41H41AsN4OPdS2
Source: the Open Molecules 2025 dataset
Level of theory: the ωB97M-V functional and the def2-TZVPD basis

The geometry in XYZ format:
```
91
Properties=species:S:1:pos:R:3:forces:R:3
H 0.0583 -3.4032 4.2499 -0.01 -0.02 0.01
C -0.6803 -4.3074 0.4973 -0.09 0.00 0.11
N 1.6550 -1.1461 2.1105 0.12 0.00 0.00
H 1.4735 7.1610 1.7590 -0.01 -0.01 -0.01
N 0.6586 -1.8915 1.4838 0.17 0.13 -0.01
H 1.4275 3.5377 -3.1066 -0.01 0.00 -0.02
H 2.8749 1.9870 -0.2269 0.02 -0.01 -0.01
C 1.5204 2.8254 -3.9297 -0.02 0.01 -0.03
O 0.2340 -3.9627 -0.3343 0.40 0.10 -0.13
C -2.2857 -0.7337 0.7731 0.11 0.20 -0.05
N -0.3607 0.1571 -0.3864 0.10 -0.18 0.00
C -0.0187 -2.4323 3.7618 -0.06 -0.03 0.02
C 0.5430 7.0535 1.1994 0.00 0.00 0.00
C -1.4327 0.3557 0.4520 -0.06 -0.06 0.00
C 2.6815 -4.7433 2.4878 0.03 0.01 0.02
H -2.3090 4.8861 -2.1385 0.00 -0.02 0.03
C 4.1353 -3.2430 4.3108 -0.01 0.02 0.07
H 0.8175 -1.8049 4.0397 0.05 0.03 0.02
C -1.7595 1.5804 1.0792 -0.10 -0.08 0.03
N -0.1857 -2.0167 -3.6066 0.08 -0.04 0.12
H -2.1036 -0.7698 -2.2086 -0.05 0.05 0.01
C 0.2118 2.1275 -4.2235 -0.03 0.02 0.02
C 3.5100 -3.7203 2.0477 -0.01 -0.05 0.01
H -2.2402 -3.5861 3.4560 0.00 -0.01 -0.02
C 0.4639 5.7022 0.5368 0.04 0.01 0.02
C -0.6826 4.1456 -0.9488 0.02 0.05 -0.03
C 1.4000 4.7143 0.7962 0.01 0.02 0.00
H 0.3024 2.6976 -6.2848 -0.02 -0.01 0.02
As 0.5031 1.3042 -1.5043 -0.03 -0.04 0.05
H -4.4897 0.7073 2.9276 0.02 -0.01 -0.02
C -1.9522 1.5652 -7.3034 -0.01 -0.01 0.00
C 1.3306 3.4594 0.1952 -0.10 0.01 -0.08
H -0.9474 -1.9558 4.0917 0.03 0.01 0.01
H 3.2557 -4.4967 5.8142 0.01 0.01 0.00
H -2.0318 2.5859 -7.6872 0.01 -0.01 0.00
H 4.6742 -2.6300 5.0270 -0.01 -0.02 0.00
C -0.0810 -2.5975 2.2686 0.08 -0.02 0.04
C 0.0335 -1.9455 -2.4703 0.00 -0.05 -0.26
C -2.1689 0.8964 -4.8819 -0.02 0.01 -0.02
H -2.9347 1.0966 -7.3836 0.02 0.01 0.00
H -3.0378 2.6569 2.4026 0.00 0.01 0.00
C -0.5684 5.3931 -0.3320 -0.02 -0.01 -0.08
H -3.5514 -0.1138 -2.9973 0.01 -0.02 -0.01
C 2.5920 -5.0304 3.8436 -0.02 -0.03 -0.02
S 4.0259 -0.2189 2.4746 -0.01 -0.18 -0.15
H 2.2094 4.9143 1.4936 -0.02 -0.01 -0.02
C -2.4906 -5.8813 1.0048 0.04 0.03 -0.02
H -3.6202 -5.5058 2.8150 0.00 0.00 0.00
C -0.5133 1.4581 -3.2189 0.01 0.16 -0.02
H 2.2928 2.1083 -3.6431 0.00 -0.01 0.00
C -2.5869 0.1437 -2.5547 -0.03 0.02 0.07
H 2.0858 -5.2907 1.7668 0.00 0.01 0.00
H -3.0760 -6.7483 0.7136 0.00 0.00 0.01
C 3.3281 -4.2835 4.7533 0.05 0.05 0.03
C -0.2730 2.1707 -5.5262 0.02 0.02 0.02
H -2.7258 3.5332 -1.0803 0.05 -0.04 -0.01
H -1.8365 3.2397 -2.5624 0.05 -0.07 -0.09
H 5.9067 -1.5827 3.0653 -0.06 0.09 0.09
C 4.2317 -2.9453 2.9565 -0.01 -0.03 -0.14
H -1.3348 6.1394 -0.5317 0.02 -0.02 0.00
H 1.8481 1.6006 1.1265 0.00 -0.02 0.00
C -2.0191 -4.1062 2.5313 -0.05 -0.04 0.01
C -1.9490 3.9338 -1.7412 -0.02 -0.04 0.07
H -3.1037 0.4014 -5.1319 0.02 0.01 0.01
C -2.8428 1.6928 1.9425 0.10 0.01 -0.06
C -3.3518 -0.6128 1.6433 0.02 0.02 -0.01
C 0.2924 3.1564 -0.7145 0.03 0.07 0.08
C 2.3443 2.4298 0.6155 0.03 0.01 0.02
H 5.3290 -1.9270 1.4274 0.01 0.02 -0.02
C -0.9644 -3.6412 1.7365 -0.09 -0.09 -0.05
C -1.7229 0.8439 -3.5623 -0.03 0.01 0.05
S 3.0516 -1.1610 -0.2504 0.25 0.06 0.13
H -1.2690 1.0203 -7.9607 -0.01 0.01 0.01
H -2.0771 -1.6848 0.3042 0.00 -0.10 -0.04
H -2.7673 0.7663 -1.6777 -0.01 0.03 0.00
H 3.0741 2.8645 1.3013 -0.03 -0.02 -0.01
H -3.9575 -1.4912 1.8486 0.02 0.03 -0.01
C -1.4619 1.5472 -5.8785 0.00 -0.01 0.01
Pd 0.3845 -1.8676 -0.5396 -0.70 0.18 0.01
C -1.4591 -5.4624 0.2008 -0.07 -0.03 0.03
C 2.7026 -0.8895 1.3873 -0.11 0.11 0.15
H -0.2852 7.1997 1.8981 0.01 0.00 -0.01
C -3.6535 0.6084 2.2440 -0.04 -0.06 0.01
H 3.5470 -3.4746 0.9905 0.00 -0.03 0.09
H 1.8620 3.3736 -4.8108 0.00 -0.03 0.01
H -1.1432 2.4491 0.9142 0.01 -0.03 0.02
C 5.0180 -1.7613 2.4588 -0.11 -0.07 -0.10
H 1.9369 -5.8215 4.1902 0.00 0.01 0.00
H 0.4953 7.8607 0.4641 0.00 -0.01 0.01
H -1.2183 -5.9709 -0.7245 -0.01 -0.01 0.00
C -2.7981 -5.1927 2.1836 0.00 0.02 0.01
```
Forces are in eV/Å.

Calculated values
**Multiplicity**: 1
**Charge**: -2
**DFT total energy**: -5041.30852 Eh
**F_max**: 0.72 eV/Å


Quick rundown of LUMO level, same order as above: -6.1; 4.2 eV
Quick rundown of energy above the lowest of the compared OMol25 structures with the same formula, charge and spin, same order as above: 10.05; 6.70 kcal per mole